Formula: C26H29N5S2SeV
Source: OMol25
Level of theory: wB97M-V/def2-TZVPD

Results
Gap between HOMO and LUMO (alpha / beta): 5.88 / 6.11 eV
HOMO (alpha / beta): -5.427 / -5.660 eV
LUMO level (alpha / beta): 0.455 / 0.445 eV

ORCA input file:
```
! RIJCOSX wB97M-V def2-TZVPD def2/J DEFGRID3
* xyz 0 2
V -0.288 -0.350 0.457
C 3.941 2.217 0.731
N 2.788 2.275 1.618
C 2.331 3.404 2.282
C 1.204 3.047 2.927
N 0.985 1.709 2.649
C 1.963 1.241 1.843
S 2.141 -0.340 1.213
C -0.102 0.934 3.173
C -0.335 0.939 4.528
C -1.412 0.234 5.040
C -2.216 -0.431 4.119
C -1.931 -0.385 2.777
N -0.825 0.257 2.252
H 4.356 3.218 0.652
H 3.627 1.863 -0.249
H 4.687 1.534 1.131
H 2.842 4.347 2.219
H 0.521 3.615 3.531
H 0.338 1.491 5.171
H -1.622 0.222 6.099
H -3.100 -0.973 4.430
H -2.574 -0.858 2.045
C 0.019 1.558 -0.450
H -0.221 2.390 0.223
H -0.611 1.691 -1.336
H 1.064 1.706 -0.757
N 0.688 -0.863 -2.736
C 0.604 -2.016 -2.028
N 0.404 -2.035 -0.740
C 0.365 -3.354 -0.271
C 0.160 -3.727 1.052
C 0.125 -5.075 1.360
C 0.299 -6.046 0.370
C 0.516 -5.679 -0.947
C 0.548 -4.324 -1.249
S 0.795 -3.559 -2.792
H 0.305 -0.049 -2.266
H 0.467 -0.911 -3.716
H 0.043 -2.980 1.829
H -0.034 -5.380 2.386
H 0.261 -7.095 0.631
H 0.654 -6.427 -1.716
C -8.095 0.754 1.095
C -6.714 0.402 0.605
C -6.480 -0.742 -0.139
C -5.208 -1.096 -0.576
C -5.055 -2.350 -1.392
C -4.105 -0.283 -0.257
Se -2.387 -0.942 -0.835
C -4.337 0.915 0.451
C -3.278 1.938 0.748
C -5.629 1.220 0.872
H -8.822 -0.001 0.797
H -8.428 1.714 0.695
H -8.122 0.831 2.184
H -7.314 -1.391 -0.389
H -6.021 -2.844 -1.503
H -4.350 -3.046 -0.935
H -4.660 -2.129 -2.386
H -2.375 1.755 0.185
H -3.016 1.946 1.809
H -3.649 2.936 0.503
H -5.786 2.146 1.419
*
```


Formula: Cl2H2OSi
Source: OMol25
Level of theory: wB97M-V/def2-TZVPD

Results
Relative energy (zero: lowest compared OMol25 entry of this formula, charge and spin): 20.3 kcal/mol
Gap between HOMO and LUMO: 10.90 eV
Structure (SMILES): O[SiH](Cl)Cl
HOMO: -10.594 eV
LUMO level: 0.306 eV

ORCA input file:
```
! RIJCOSX wB97M-V def2-TZVPD def2/J DEFGRID3
* xyz 0 1
O 0.142 -0.012 -1.167
Si -0.056 -1.023 0.089
Cl -2.470 -0.899 0.590
Cl 0.166 -2.789 -0.722
H -0.612 0.062 -1.771
H 0.370 -0.734 1.450
*
```


Formula: C6H4O
Source: OMol25
Level of theory: wB97M-V/def2-TZVPD

Results
Relative energy (zero: lowest compared OMol25 entry of this formula, charge and spin): 77.5 kcal/mol
Gap between HOMO and LUMO: 10.25 eV
Structure (SMILES): C#CC#C[C@H]1CO1
HOMO: -9.482 eV
LUMO level: 0.766 eV

ORCA input file:
```
! RIJCOSX wB97M-V def2-TZVPD def2/J DEFGRID3
* xyz 0 1
C -0.609 2.422 2.910
C -0.341 1.507 2.173
C -0.131 0.540 1.213
C -0.060 -0.209 0.267
C -0.232 -0.812 -1.038
C 0.848 -1.384 -1.849
O -0.116 -2.213 -1.227
H -0.906 3.264 3.493
H -1.077 -0.366 -1.565
H 1.855 -1.459 -1.445
H 0.770 -1.292 -2.932
*
```


Formula: C18H18IrN10P
Source: OMol25
Level of theory: wB97M-V/def2-TZVPD

Results
Relative energy (zero: lowest compared OMol25 entry of this formula, charge and spin): 44.3 kcal/mol
Gap between HOMO and LUMO (alpha / beta): 6.14 / 5.71 eV
HOMO (alpha / beta): -12.210 / -12.184 eV
LUMO level (alpha / beta): -6.072 / -6.473 eV

ORCA input file:
```
! RIJCOSX wB97M-V def2-TZVPD def2/J DEFGRID3
* xyz 1 2
Ir -0.267 -0.275 0.046
N -1.514 2.925 -0.080
C -0.533 2.574 -0.947
N -0.177 3.230 -2.027
N 0.802 2.485 -2.590
N 1.041 1.428 -1.898
N 0.208 1.462 -0.835
C -1.959 2.089 0.900
N -2.893 2.358 1.776
N -3.017 1.240 2.533
N -2.206 0.325 2.153
N -1.513 0.839 1.107
H -1.959 3.825 -0.188
C 0.231 -1.837 3.068
P 0.978 -1.777 1.418
C 1.017 -3.511 0.901
C 2.665 -1.205 1.639
C 2.882 0.175 1.675
C 4.164 0.669 1.839
C 5.231 -0.212 1.967
C 5.018 -1.583 1.926
C 3.738 -2.086 1.751
H 0.785 -2.536 3.695
H -0.810 -2.155 2.988
H 0.254 -0.844 3.516
H 1.447 -4.123 1.694
H 1.585 -3.639 -0.019
H -0.007 -3.846 0.728
H 2.046 0.857 1.569
H 4.336 1.737 1.858
H 6.235 0.172 2.089
H 5.852 -2.264 2.027
H 3.582 -3.157 1.708
C -1.277 -1.625 -1.376
C -1.900 -0.474 -1.974
C -3.076 0.077 -1.418
C -3.688 1.161 -2.000
C -3.163 1.696 -3.181
C -2.007 1.158 -3.755
C -1.374 0.100 -3.152
C -3.837 2.788 -3.824
N -4.395 3.653 -4.334
H -0.509 -2.148 -1.939
H -1.861 -2.231 -0.690
H -3.499 -0.373 -0.527
H -4.579 1.594 -1.566
H -1.613 1.589 -4.666
H -0.467 -0.305 -3.583
*
```


Formula: C29H37F4OSi
Source: OMol25
Level of theory: wB97M-V/def2-TZVPD

Results
Gap between HOMO and LUMO: 6.75 eV
HOMO: -12.333 eV
LUMO level: -5.584 eV

ORCA input file:
```
! RIJCOSX wB97M-V def2-TZVPD def2/J DEFGRID3
* xyz 1 1
F 4.044 1.520 -0.895
C 3.357 1.434 0.287
C 3.431 2.522 1.162
C 2.749 2.332 2.373
F 2.921 3.289 3.354
C 2.039 1.197 2.690
C 2.027 0.065 1.818
C 1.277 -1.129 2.284
C 0.608 -2.076 1.322
C -0.553 -2.781 1.792
C -1.170 -3.766 1.015
F -2.198 -4.496 1.580
C -0.754 -4.120 -0.257
C 0.291 -3.369 -0.758
F 0.780 -3.681 -2.002
C 0.955 -2.354 -0.035
C 2.705 0.234 0.583
H 4.069 3.370 0.968
H 1.460 1.186 3.619
H 0.439 -0.772 2.989
H -1.007 -2.527 2.754
H -1.136 -4.999 -0.786
H 1.695 -1.798 -0.586
H 2.735 -0.537 -0.177
C 2.451 0.216 10.615
C 3.495 -0.639 9.903
C 4.336 0.153 8.910
C 5.293 -0.715 8.055
Si 5.265 -0.634 6.174
C 5.538 1.154 5.681
C 6.879 1.800 6.086
C 7.752 2.156 4.895
C 9.080 2.765 5.321
C 6.649 -1.707 5.509
C 6.570 -3.140 6.073
C 7.700 -3.949 5.482
C 7.658 -5.390 5.946
C 3.564 -1.066 5.501
C 2.282 -1.207 6.018
C 1.455 -1.682 5.004
C 2.225 -1.775 3.810
O 3.481 -1.286 4.138
H 1.862 -0.404 11.296
H 2.950 0.986 11.218
H 1.755 0.714 9.927
H 4.194 -1.012 10.665
H 3.034 -1.518 9.435
H 3.729 0.817 8.277
H 4.980 0.818 9.510
H 6.329 -0.389 8.265
H 5.241 -1.773 8.356
H 5.355 1.240 4.597
H 4.705 1.685 6.181
H 6.639 2.734 6.616
H 7.420 1.174 6.813
H 7.907 1.281 4.254
H 7.202 2.895 4.298
H 9.660 3.049 4.440
H 8.907 3.668 5.918
H 9.686 2.072 5.914
H 6.587 -1.764 4.404
H 7.654 -1.288 5.723
H 6.601 -3.134 7.173
H 5.600 -3.575 5.787
H 7.607 -3.902 4.393
H 8.656 -3.482 5.742
H 8.468 -5.958 5.482
H 7.765 -5.464 7.034
H 6.706 -5.855 5.662
H 2.010 -1.098 7.075
H 0.421 -2.003 5.122
H 2.261 -2.672 3.112
*
```


Formula: C2H12NO4
Source: OMol25
Level of theory: wB97M-V/def2-TZVPD

Results
Relative energy (zero: lowest compared OMol25 entry of this formula, charge and spin): 12.7 kcal/mol
Gap between HOMO and LUMO: 8.03 eV
HOMO: -4.405 eV
LUMO level: 3.624 eV

ORCA input file:
```
! RIJCOSX wB97M-V def2-TZVPD def2/J DEFGRID3
* xyz -1 1
C 0.853 -1.484 0.816
N 0.600 -0.138 0.284
C -0.154 0.709 1.195
O -1.400 0.162 1.576
H 0.748 -2.213 0.009
H 1.850 -1.457 1.249
H 0.083 -1.815 1.520
H 0.082 -0.114 -0.581
H 0.359 0.910 2.136
H -0.238 1.641 0.610
H 2.370 0.890 0.178
H 3.844 1.121 0.531
O 2.958 1.361 0.769
H -3.209 -0.470 -0.963
H -1.867 0.135 0.682
O -2.414 0.056 -0.873
H -1.863 0.633 -3.563
H -1.476 -0.052 -2.330
O -1.126 0.127 -3.244
*
```


Formula: C22H40N2O2S3SbScSi
Source: OMol25
Level of theory: wB97M-V/def2-TZVPD

Results
Relative energy (zero: lowest compared OMol25 entry of this formula, charge and spin): 80.7 kcal/mol
Gap between HOMO and LUMO (alpha / beta): 6.13 / 4.36 eV
HOMO (alpha / beta): -3.704 / -3.658 eV
LUMO level (alpha / beta): 2.430 / 0.699 eV

ORCA input file:
```
! RIJCOSX wB97M-V def2-TZVPD def2/J DEFGRID3
* xyz -1 2
Sc -0.161 1.240 1.431
C 2.427 2.856 3.265
C 1.929 1.605 3.631
C 2.461 0.462 3.044
C 3.509 0.569 2.124
C 3.998 1.815 1.769
C 3.451 2.962 2.338
H 1.987 3.739 3.704
H 1.158 1.531 4.396
H 2.099 -0.512 3.355
H 3.948 -0.319 1.695
H 4.798 1.894 1.041
H 3.824 3.939 2.051
S -0.954 1.615 5.908
Sb -2.206 1.918 3.998
S -0.800 3.346 2.605
S -1.775 -0.140 2.695
C -3.608 3.861 -1.751
C -2.779 3.052 -0.798
N -3.239 2.369 0.161
O -4.599 2.361 0.218
C -1.285 3.086 -0.900
C -0.603 4.175 -1.646
N -0.615 2.185 -0.302
O 0.720 2.225 -0.163
H -4.654 3.592 -1.658
H -3.285 3.704 -2.783
H -3.503 4.928 -1.525
H -4.731 1.861 1.031
H -0.766 4.082 -2.723
H 0.463 4.124 -1.440
H -0.987 5.146 -1.323
C -2.575 -2.386 -0.023
C -1.685 -1.691 -1.066
C -1.657 -2.555 -2.332
C -2.372 -0.355 -1.404
Si 0.074 -1.349 -0.322
C 0.661 -2.939 0.646
C 2.167 -2.885 0.943
C -0.037 -3.031 2.012
C 0.372 -4.236 -0.128
C 1.306 -0.939 -1.786
C 0.656 0.056 -2.765
C 1.721 -2.188 -2.579
C 2.585 -0.266 -1.261
H -3.608 -2.411 -0.399
H -2.581 -1.854 0.931
H -2.273 -3.421 0.161
H -2.693 -2.700 -2.673
H -1.224 -3.544 -2.165
H -1.113 -2.077 -3.150
H -3.397 -0.557 -1.748
H -1.860 0.203 -2.192
H -2.439 0.284 -0.525
H 2.432 -1.971 1.472
H 2.782 -2.953 0.045
H 2.434 -3.731 1.591
H 0.194 -2.178 2.651
H 0.304 -3.944 2.527
H -1.125 -3.076 1.933
H 0.790 -4.238 -1.138
H -0.700 -4.435 -0.204
H 0.820 -5.077 0.420
H -0.158 -0.397 -3.338
H 1.417 0.391 -3.484
H 0.275 0.944 -2.253
H 0.869 -2.735 -2.990
H 2.312 -2.886 -1.983
H 2.350 -1.869 -3.424
H 2.364 0.669 -0.746
H 3.241 -0.030 -2.115
H 3.148 -0.910 -0.587
*
```


Formula: CH6N4O
Source: OMol25
Level of theory: wB97M-V/def2-TZVPD

Results
Relative energy (zero: lowest compared OMol25 entry of this formula, charge and spin): 152.4 kcal/mol
Gap between HOMO and LUMO: 9.23 eV
HOMO: -8.825 eV
LUMO level: 0.409 eV

ORCA input file:
```
! RIJCOSX wB97M-V def2-TZVPD def2/J DEFGRID3
* xyz 0 1
C 0.675 -0.157 0.086
H -1.622 0.385 -0.344
H -1.460 -0.837 1.206
H 0.236 -2.036 -0.465
H 2.766 -0.727 -0.382
H 0.611 1.679 0.746
H -0.483 1.321 -1.267
N -1.605 -0.845 0.144
N -0.186 -1.218 -0.086
N 1.982 0.098 0.011
N -0.008 0.908 0.661
O -0.906 1.428 -0.308
*
```


Number 1: E -5423.75225 Ha. Number 2: E -1286.42480 Ha. Number 3: E -306.08800 Ha. Number 4: E -1689.59463 Ha. Number 5: E -1891.10483 Ha. Number 6: E -439.14165 Ha. Number 7: E -3607.41293 Ha. Number 8: E -335.75375 Ha.